Entry from the Open Molecules 2025 dataset: a cluster of 2 separate species, C5H14 in total in a non-equilibrium geometry (the ωB97M-V functional and the def2-TZVPD basis).

Positions of all 19 atoms, in Å:
C (-1.403, 0.575, -1.926)
C (-0.343, -0.507, -2.079)
C (-0.237, -1.391, -0.864)
H (-0.966, 1.535, -1.758)
H (-2.104, 0.402, -1.121)
H (-2.053, 0.540, -2.881)
H (-0.427, -1.037, -3.109)
H (0.628, 0.112, -2.215)
H (-1.132, -1.510, -0.245)
H (0.071, -2.430, -1.220)
H (0.513, -1.029, -0.208)
C (1.505, 0.229, 2.605)
C (0.409, 1.028, 2.042)
H (2.414, 0.191, 1.900)
H (1.865, 0.692, 3.577)
H (1.337, -0.931, 2.888)
H (0.684, 1.596, 1.069)
H (-0.578, 0.442, 1.895)
H (0.165, 1.825, 2.762)

Results
HOMO-LUMO gap in eV: 11.968
Charge: 0
Structure (SMILES): CCC.CC
Multiplicity: 1